ORCA calculation (wB97M-V/def2-TZVPD) on a 3-piece molecular cluster, C17H19FNO14PS2 overall in a non-equilibrium geometry.

```
55
Properties=species:S:1:pos:R:3:forces:R:3
S -1.06302 1.55723 -8.00863 -0.502 -0.138 -0.569
S 1.36824 2.71472 -2.43447 -0.609 0.321 -0.276
P 0.07072 2.97191 1.41218 2.047 0.666 -2.110
F 1.22089 -3.76585 8.63233 0.298 0.941 -1.737
O -0.94430 -6.47703 5.72156 0.544 0.725 -0.083
O -2.61486 1.91601 -7.74192 0.565 -0.365 -0.202
O -0.40793 0.03656 0.56149 -0.202 0.651 0.465
O 0.58235 3.23909 -1.37463 -0.745 0.570 -4.423
O 2.38460 1.74218 -2.22684 -0.346 0.162 0.093
O 0.04121 -2.13838 7.69807 0.226 -0.262 0.100
O -1.06076 1.79584 -9.60622 0.040 0.385 0.703
O -0.25182 2.56214 -7.40349 -0.127 -0.492 -0.725
O 0.76899 -5.20628 5.09275 -0.852 0.804 -0.566
O -0.87781 0.17134 -7.76031 0.135 0.458 0.253
O 2.00088 3.95767 -3.25931 -0.349 -0.228 0.250
O 1.21055 2.86735 0.44927 0.169 -1.055 5.494
O 0.90407 2.53778 4.25625 -0.264 -0.462 -0.163
O 0.37683 2.17457 -3.59795 0.776 -0.053 0.123
N -0.17916 1.53528 2.40216 0.509 1.539 -0.610
C 0.36252 -2.21597 2.76535 0.760 1.413 1.553
C 1.27200 -0.64787 5.13418 -0.693 -0.934 -2.288
C 1.97262 -2.81542 6.37113 0.687 -0.308 0.577
C 0.97173 -2.86003 7.59516 0.256 -0.107 -0.257
C 0.90175 -2.94102 3.96080 -0.296 2.558 -0.654
C 0.74763 0.04259 3.95916 0.233 -2.617 0.196
C 0.94946 -4.50365 3.85109 -0.838 0.935 -0.760
C 1.59367 3.88467 -4.62750 0.101 -0.293 -0.416
C -0.15425 0.26790 1.70504 0.625 -1.411 1.780
C -0.58545 -5.36600 5.43048 -1.173 -1.073 0.418
C 1.35864 -2.13668 5.10408 -0.565 0.673 -0.668
C -3.19221 2.46863 -8.92710 -0.078 0.541 -0.306
C 0.25130 3.17818 -4.60928 -0.346 0.349 -0.071
C 0.31230 -0.76230 2.78707 0.726 0.153 1.892
C -1.64232 -4.21075 5.50898 1.033 0.812 0.402
C 0.55084 1.56242 3.66500 -0.397 -2.640 -0.709
C -2.41054 1.85411 -10.07305 -0.465 -0.432 -0.110
H -1.99691 -3.87273 4.49841 0.333 -0.442 0.925
H -4.25430 2.23352 -8.97862 0.110 -0.129 0.214
H 2.33904 3.30106 -5.17442 -0.060 0.023 -0.041
H -1.10245 3.28398 0.64380 0.056 -0.570 0.934
H -2.48836 -4.56031 6.15929 0.872 0.094 -0.951
H 0.01927 -2.75525 1.83844 0.418 0.552 1.208
H 0.29805 4.09719 2.26354 -0.756 -0.868 0.270
H 1.52894 4.88325 -5.05800 0.052 0.016 0.240
H 1.88872 -4.82516 3.32575 -0.717 0.139 0.956
H -2.74261 0.83253 -10.27620 -0.046 0.063 -0.014
H 0.09485 -4.80145 3.16452 1.049 0.379 0.587
H 2.42517 -3.82965 6.16373 -0.781 1.124 0.278
H -0.55070 3.86085 -4.31077 0.059 0.058 -0.020
H -3.06185 3.55339 -8.89602 -0.029 -0.035 -0.041
H 0.00515 2.72816 -5.57299 0.210 0.010 0.762
H 1.63269 -0.06925 6.02108 -0.414 -0.720 -0.905
H -2.47704 2.44398 -10.98552 0.270 0.028 0.100
H 2.84253 -2.18023 6.72985 -1.004 -0.617 -0.323
H -1.18957 -3.31481 6.03128 -0.504 -0.892 -0.774
```
Positions in Å, forces in eV/Å.

Summary:
Multiplicity   1
Orbital gap   7.85 eV
HOMO energy   -8.68 eV
DFT total energy   -81764.639 eV
Lowest unoccupied orbital energy   -0.82 eV
Charge   0

Mulliken population analysis, charges in e, atoms 1 to 6:
1 S 1.13
2 S 1.15
3 P 0.29
4 F -0.31
5 O -0.54
6 O -0.31